A cluster of 2 separate species, C4H6N2 in total. Source: the Open Molecules 2025 dataset; level of theory: ωB97M-V/def2-TZVPD.

Output
- relative energy (zero: lowest compared OMol25 entry of this formula, charge and spin) (kcal per mole) = 88.25
- E_HOMO (eV) = -8.16
- M (u) = 82.11
- E (eV) = -7221.76409

Last column: Mulliken charge in e.
Geometry (Å):
1 N -1.12 -1.31 -0.29  -0.30
2 C -0.98 0.01 -0.18  -0.26
3 C 0.80 0.77 -0.90  -0.37
4 C 1.45 0.34 0.22  -0.64
5 C -1.15 0.53 1.15  0.45
6 N -1.42 1.03 2.17  -0.45
7 H -1.10 -1.96 0.48  0.22
8 H -1.20 -1.72 -1.21  0.24
9 H 0.51 1.81 -1.01  0.23
10 H 0.81 0.19 -1.82  0.30
11 H 1.84 -0.67 0.29  0.25
12 H 1.57 0.98 1.09  0.33

The molecule C4H6N2. Source: the Open Molecules 2025 dataset; level of theory: ωB97M-V/def2-TZVPD.

Output
- relative energy (zero: lowest compared OMol25 entry of this formula, charge and spin) (kcal per mole) = 48.80
- E_HOMO (eV) = -9.27
- M (u) = 82.11
- E (eV) = -7223.47488

Last column: Mulliken charge in e.
Geometry (Å):
1 C -1.76 -0.26 -0.03  -1.09
2 C -0.31 -0.01 0.05  0.54
3 C 0.78 -0.86 -0.02  -0.36
4 C 1.92 -0.06 0.05  -0.36
5 N 1.60 1.21 0.23  -0.72
6 N 0.17 1.18 0.28  -0.07
7 H -2.35 0.56 0.36  0.32
8 H -2.10 -0.42 -1.04  0.25
9 H -2.07 -1.14 0.53  0.29
10 H 0.73 -1.94 -0.11  0.36
11 H 2.96 -0.34 0.00  0.42
12 H 0.44 2.09 -0.30  0.42

A structure of composition C4H6N2. Source: the Open Molecules 2025 dataset; level of theory: ωB97M-V/def2-TZVPD.

Output
- relative energy (zero: lowest compared OMol25 entry of this formula, charge and spin) (kcal per mole) = 93.81
- E_HOMO (eV) = -7.30
- M (u) = 82.11
- E (eV) = -7221.52311

Last column: Mulliken charge in e.
Geometry (Å):
1 C 0.04 0.02 1.88  -0.94
2 C 0.06 -0.18 0.54  0.46
3 C -0.91 0.30 -0.47  -0.46
4 N -0.48 -0.22 -1.72  0.05
5 N 0.81 -0.61 -1.64  -0.61
6 C 1.15 -0.57 -0.39  -0.29
7 H 0.98 0.05 2.42  0.25
8 H -0.12 1.15 0.08  0.23
9 H -0.84 0.42 2.38  0.27
10 H -1.98 0.50 -0.37  0.40
11 H -0.85 0.00 -2.63  0.23
12 H 2.14 -0.87 -0.08  0.41

The molecule C4H6N2. Source: the Open Molecules 2025 dataset; level of theory: ωB97M-V/def2-TZVPD.

Output
- relative energy (zero: lowest compared OMol25 entry of this formula, charge and spin) (kcal per mole) = 77.73
- E_HOMO (eV) = -8.16
- M (u) = 82.11
- E (eV) = -7222.22029

Last column: Mulliken charge in e.
Geometry (Å):
1 C -0.33 -0.38 0.24  0.00
2 C 0.67 0.47 0.10  0.29
3 C 0.63 -0.72 -0.82  0.43
4 C -1.70 -0.66 0.70  -1.03
5 N 0.92 -1.32 -1.86  -0.75
6 N 1.28 1.59 0.54  -0.46
7 H -1.99 -0.85 1.71  0.33
8 H -2.07 -1.58 0.16  0.28
9 H -2.19 0.18 0.39  0.29
10 H 1.66 -0.99 -2.55  0.22
11 H 0.97 2.29 1.20  0.19
12 H 2.17 1.97 0.20  0.21

The molecule C4H6N2. Source: the Open Molecules 2025 dataset; level of theory: ωB97M-V/def2-TZVPD.

Output
- relative energy (zero: lowest compared OMol25 entry of this formula, charge and spin) (kcal per mole) = 112.93
- E_HOMO (eV) = -8.98
- M (u) = 82.11
- E (eV) = -7220.69387

Last column: Mulliken charge in e.
Geometry (Å):
1 C -2.06 0.10 -0.01  -0.72
2 N -0.63 -0.04 0.03  -0.32
3 C 1.87 -1.34 -0.71  -0.46
4 C 1.90 -0.19 -0.06  0.47
5 N 1.49 0.94 0.34  -0.60
6 C 0.08 0.97 0.32  0.05
7 H -2.42 -0.16 -1.01  0.24
8 H -2.52 -0.61 0.69  0.24
9 H -2.42 1.11 0.23  0.29
10 H 1.99 -2.29 -0.18  0.26
11 H 3.04 -0.46 -0.20  0.24
12 H -0.33 1.96 0.57  0.32

The molecule C4H6N2. Source: the Open Molecules 2025 dataset; level of theory: ωB97M-V/def2-TZVPD.

Output
- relative energy (zero: lowest compared OMol25 entry of this formula, charge and spin) (kcal per mole) = 36.31
- E_HOMO (eV) = -9.62
- M (u) = 82.11
- E (eV) = -7224.01625

Last column: Mulliken charge in e.
Geometry (Å):
1 N 2.89 0.13 -0.87  -0.41
2 C 1.91 -0.04 -0.28  0.03
3 C 0.67 -0.26 0.48  0.30
4 C -0.37 0.89 0.39  -0.63
5 C -1.31 -0.12 -0.28  -0.36
6 N -0.31 -1.20 -0.10  -0.51
7 H 0.96 -0.55 1.49  0.26
8 H -0.69 1.28 1.36  0.24
9 H -0.06 1.72 -0.25  0.29
10 H -1.57 0.12 -1.32  0.25
11 H -2.24 -0.33 0.27  0.24
12 H -0.01 -1.66 -0.95  0.28

The molecule C4H6N2. Source: the Open Molecules 2025 dataset; level of theory: ωB97M-V/def2-TZVPD.

Output
- relative energy (zero: lowest compared OMol25 entry of this formula, charge and spin) (kcal per mole) = 91.37
- E_HOMO (spin up / spin down) (eV) = -8.24 / -8.16
- M (u) = 82.11
- E (eV) = -7221.62885

Last column: Mulliken charge in e.
Geometry (Å):
1 C 0.94 -0.90 1.05  -1.18
2 C 0.03 -0.18 0.12  0.26
3 C -0.16 1.18 0.01  -0.13
4 N -0.87 1.62 -1.00  -0.51
5 N -1.56 -0.29 -1.67  -0.45
6 C -0.68 -0.83 -0.92  0.12
7 H 2.00 -0.74 0.83  0.27
8 H 0.75 -0.54 2.07  0.33
9 H 0.74 -1.97 1.04  0.34
10 H 0.29 1.84 0.76  0.39
11 H -1.13 2.61 -0.89  0.23
12 H -0.15 -1.73 -1.25  0.34

The molecule C4H6N2. Source: the Open Molecules 2025 dataset; level of theory: ωB97M-V/def2-TZVPD.

Output
- relative energy (zero: lowest compared OMol25 entry of this formula, charge and spin) (kcal per mole) = 8.91
- E_HOMO (eV) = -8.80
- M (u) = 82.11
- E (eV) = -7225.20444

Last column: Mulliken charge in e.
Geometry (Å):
1 C 0.75 -0.33 -1.46  -0.85
2 N 0.23 -0.14 -0.12  0.13
3 C -0.30 1.06 0.30  -0.26
4 C -0.94 0.80 1.48  -0.45
5 N -0.80 -0.53 1.81  -0.61
6 C -0.11 -1.05 0.83  0.01
7 H 0.06 0.14 -2.16  0.34
8 H 1.74 0.13 -1.57  0.28
9 H 0.81 -1.39 -1.69  0.32
10 H -0.15 1.96 -0.28  0.40
11 H -1.51 1.49 2.09  0.37
12 H 0.20 -2.09 0.78  0.33

The molecule C4H6N2. Source: the Open Molecules 2025 dataset; level of theory: ωB97M-V/def2-TZVPD.

Output
- relative energy (zero: lowest compared OMol25 entry of this formula, charge and spin) (kcal per mole) = 85.88
- E_HOMO (eV) = -8.01
- M (u) = 82.11
- E (eV) = -7221.86689

Last column: Mulliken charge in e.
Geometry (Å):
1 C -0.79 0.22 1.11  0.42
2 C 0.06 0.14 0.05  0.21
3 C -0.83 -0.47 -2.15  -0.37
4 C 1.58 0.09 0.58  -0.94
5 N 0.04 -0.14 -1.31  -0.42
6 N -1.48 0.32 2.11  -0.45
7 H -0.50 -0.78 -3.11  0.26
8 H -1.81 -0.87 -1.85  0.21
9 H 1.84 -0.87 0.06  0.28
10 H 1.52 0.25 1.67  0.30
11 H 2.19 0.98 0.13  0.22
12 H -1.81 1.13 2.72  0.28

The molecule C4H6N2. Source: the Open Molecules 2025 dataset; level of theory: ωB97M-V/def2-TZVPD.

Output
- relative energy (zero: lowest compared OMol25 entry of this formula, charge and spin) (kcal per mole) = 176.96
- E_HOMO (spin up / spin down) (eV) = -3.91 / -8.72
- expectation value of S² = 2.01
- M (u) = 82.11
- 2S+1 = 3
- E (eV) = -7213.42111

Last column: Mulliken charge in e.
Geometry (Å):
1 C 0.39 2.98 0.70  -0.27
2 C -0.23 2.01 0.33  -0.65
3 C 0.49 -0.60 0.63  -0.49
4 C -0.63 0.21 0.09  -0.05
5 N 0.26 -0.53 -0.80  0.00
6 N -0.45 -1.70 -1.33  -0.55
7 H 0.76 3.97 0.97  0.37
8 H 1.30 -0.05 0.85  0.37
9 H 0.28 -1.55 1.23  0.22
10 H -1.63 -0.02 0.18  0.53
11 H -0.06 -2.17 -2.11  0.28
12 H -0.49 -2.54 -0.73  0.24

The molecule C4H6N2O. Source: the Open Molecules 2025 dataset; level of theory: ωB97M-V/def2-TZVPD.

Output
- relative energy (zero: lowest compared OMol25 entry of this formula, charge and spin) (kcal per mole) = 91.41
- E_HOMO (eV) = -6.75
- M (u) = 98.10
- E (eV) = -9269.53790

Last column: Mulliken charge in e.
Geometry (Å):
1 N 2.00 0.76 -0.05  -0.83
2 C 0.85 0.19 0.14  0.33
3 C 0.08 -0.97 0.25  -0.14
4 O 0.60 -2.24 0.42  -0.54
5 C -1.25 -0.67 -0.22  -0.04
6 C -1.40 0.64 -0.55  -0.81
7 N -0.12 1.29 -0.17  -0.06
8 H 0.70 1.73 -0.70  0.44
9 H 2.83 0.20 0.03  0.21
10 H 0.30 -2.58 1.27  0.35
11 H -2.03 -1.42 -0.33  0.42
12 H -2.29 1.23 -0.75  0.36
13 H -0.27 1.85 0.67  0.32

A structure of composition C4H6N2O. Source: the Open Molecules 2025 dataset; level of theory: ωB97M-V/def2-TZVPD.

Output
- relative energy (zero: lowest compared OMol25 entry of this formula, charge and spin) (kcal per mole) = 92.02
- E_HOMO (eV) = -8.16
- M (u) = 98.10
- E (eV) = -9269.51134

Last column: Mulliken charge in e.
Geometry (Å):
1 C -1.44 -1.38 -0.60  -1.05
2 C -0.45 -0.31 -0.29  0.59
3 N -0.78 0.97 -0.17  -0.62
4 C 0.43 1.57 0.03  0.19
5 C 1.60 0.68 0.03  -0.51
6 O 1.21 1.10 1.56  -0.45
7 N 0.86 -0.54 -0.14  0.01
8 H -2.45 -0.97 -0.58  0.29
9 H -1.37 -2.20 0.13  0.32
10 H -1.24 -1.80 -1.59  0.30
11 H 0.48 2.66 0.08  0.38
12 H 1.91 1.74 1.75  0.36
13 H 1.31 -1.43 -0.29  0.19